C4H5NO in the gas phase, computed with ωB97M-V/def2-TZVPD.

For the LUMO energy, the calculation gives 0.0291 hartree. As for the multiplicity: 1. As for the HOMO energy: -8.13 eV. Its total energy is -7766.0767 eV. The value obtained for the energy relative to the best compared isomer or geometry (same formula, charge and spin) is 0.450 eV.

Atoms and positions in Å:
O  -1.166  -0.258  1.907
N  -0.104  -1.088  -0.038
C  0.798  0.737  -0.920
C  -0.342  -0.060  0.836
C  0.231  1.080  0.342
C  0.589  -0.603  -1.122
H  -2.029  0.045  1.595
H  1.273  1.422  -1.609
H  -0.315  -2.056  0.152
H  0.846  -1.244  -1.952
H  0.207  2.047  0.822